(a)
The following is a quantum chemistry calculation of a cluster of 3 separate species, C3H8N2O2 in total, from the OMol25 dataset.

The geometry in XYZ format:
```
15
Properties=species:S:1:pos:R:3:nbo_charge:R:1
C -0.17 2.66 -2.07 -0.10
C 1.00 2.15 -1.57 -0.12
N 0.60 1.13 -0.79 -0.51
C -0.74 1.00 -0.88 0.15
N -1.23 1.93 -1.66 -0.46
H -0.29 3.59 -2.60 0.20
H 2.00 2.50 -1.65 0.22
H 1.15 0.39 -0.37 0.42
H -1.35 0.23 -0.44 0.19
H -1.51 -2.82 4.82 0.47
H -0.44 -2.35 3.89 0.46
O -1.20 -2.02 4.38 -0.93
H 0.13 -2.56 0.10 0.47
H 1.07 -3.33 -0.83 0.48
O 0.97 -2.49 -0.36 -0.95
```

Calculated values
* spin multiplicity: 1
* SMILES: c1c[nH]cn1.O.O
* frontier orbital gap: 0.3242 hartree

---

(b)
The following is a quantum chemistry calculation of a cluster of 3 separate species, C3H8N2O2 in total, from the OMol25 dataset.

The geometry in XYZ format:
```
15
Properties=species:S:1:pos:R:3:nbo_charge:R:1
C 1.98 2.45 1.05 -0.11
C 1.88 1.10 0.78 -0.12
N 0.53 0.77 0.96 -0.54
C -0.12 1.93 1.17 0.16
N 0.71 2.94 1.21 -0.47
H 2.85 2.84 1.43 0.20
H 2.79 0.41 0.52 0.22
H 0.11 -0.14 0.80 0.44
H -1.20 2.06 1.52 0.21
H -1.11 -1.90 -0.37 0.48
H -1.60 -2.18 0.98 0.47
O -1.22 -1.52 0.49 -0.94
H -1.13 -2.68 -3.66 0.47
H -2.44 -3.54 -3.49 0.47
O -2.02 -2.55 -3.41 -0.94
```

Calculated values
* spin multiplicity: 1
* SMILES: c1c[nH]cn1.O.O
* frontier orbital gap: 0.3159 hartree

---

(c)
The following is a quantum chemistry calculation of a cluster of 2 separate species, C3H8N2O2 in total, from the OMol25 dataset.

The geometry in XYZ format:
```
15
Properties=species:S:1:pos:R:3:nbo_charge:R:1
C 0.13 0.32 -0.32 -0.02
N -0.67 -0.61 0.53 0.21
N -0.02 1.73 -0.09 -0.82
C 1.53 -0.15 0.00 -0.19
C 2.13 -1.15 -0.64 -0.35
O -1.01 -0.10 1.66 -0.49
O -2.59 -0.18 -0.09 -0.91
H -2.41 0.02 0.99 0.51
H -2.86 -1.10 -0.21 0.49
H -0.14 0.07 -1.35 0.21
H 0.06 1.92 0.90 0.37
H -0.93 2.04 -0.39 0.38
H 2.00 0.36 0.83 0.21
H 1.64 -1.70 -1.42 0.20
H 3.14 -1.46 -0.39 0.21
```

Calculated values
* spin multiplicity: 1
* SMILES: C=C[C@H](N)N=O.O
* frontier orbital gap: 0.3230 hartree

---

(d)
The following is a quantum chemistry calculation of an isolated molecule of C3H8N2O2, from the OMol25 dataset.

The geometry in XYZ format:
```
15
Properties=species:S:1:pos:R:3:nbo_charge:R:1
C -2.56 0.41 0.05 -0.24
C 2.16 1.17 0.06 -0.25
C 0.51 -0.66 -0.11 0.67
N 0.52 -1.97 0.20 -0.82
O -1.58 -0.54 -0.31 -0.49
O 1.90 -0.17 -0.30 -0.55
N -0.23 0.23 -0.57 -0.23
H -0.34 -2.47 0.01 0.42
H 1.39 -2.46 0.09 0.42
H -2.68 1.17 -0.72 0.17
H -2.30 0.91 0.99 0.17
H -3.49 -0.15 0.15 0.19
H 1.65 1.45 0.99 0.18
H 3.24 1.25 0.18 0.19
H 1.82 1.84 -0.73 0.18
```

Calculated values
* spin multiplicity: 1
* SMILES: CO/N=C(\N)OC
* frontier orbital gap: 0.3724 hartree

---

Which of them is least stable? Easy: (c).

---

(a)
The following is a quantum chemistry calculation of a cluster of 3 separate species, C3H10O3 in total, from the OMol25 dataset.

The geometry in XYZ format:
```
16
Properties=species:S:1:pos:R:3:nbo_charge:R:1
C 1.38 0.99 1.21 -0.53
C 0.28 1.35 0.52 0.34
O 0.32 1.57 -0.87 -0.72
C -1.14 0.88 0.84 -0.67
H 1.20 0.48 2.14 0.22
H 2.31 1.43 0.86 0.20
H 1.17 1.97 -1.07 0.48
H -1.20 0.75 1.91 0.22
H -1.80 1.67 0.47 0.22
H -1.28 -0.05 0.29 0.25
H 0.61 -0.39 -1.69 0.49
H -0.11 -1.15 -2.79 0.48
O 0.29 -1.27 -1.92 -0.96
H -0.43 -3.36 0.39 0.46
H -0.60 -2.27 -0.57 0.49
O -0.99 -2.60 0.26 -0.96
```

Calculated values
* spin multiplicity: 1
* SMILES: C=C(C)O.O.O
* frontier orbital gap: 0.3543 hartree

---

(b)
The following is a quantum chemistry calculation of a cluster of 3 separate species, C3H10O3 in total, from the OMol25 dataset.

The geometry in XYZ format:
```
16
Properties=species:S:1:pos:R:3:nbo_charge:R:1
C 0.66 0.86 1.22 -0.64
C 0.31 -0.17 0.16 -0.25
C -0.18 0.13 -1.04 0.12
O -0.88 -0.80 -1.80 -0.73
H 1.74 1.04 1.21 0.19
H 0.16 1.79 0.99 0.22
H 0.43 0.44 2.20 0.23
H 0.43 -1.22 0.38 0.21
H -0.07 1.11 -1.49 0.15
H -1.77 -0.79 -1.46 0.49
H 3.01 0.39 -0.15 0.47
H 4.10 -0.07 -1.18 0.47
O 3.74 -0.22 -0.29 -0.95
H -4.27 -0.23 0.67 0.47
H -3.75 -1.58 0.46 0.47
O -3.66 -0.70 0.11 -0.94
```

Calculated values
* spin multiplicity: 1
* SMILES: C/C=C/O.O.O
* frontier orbital gap: 0.3493 hartree

---

Which of them is least stable? Easy: (b).

---

(a)
The following is a quantum chemistry calculation of an isolated molecule of C2H3NO3, from the OMol25 dataset.

The geometry in XYZ format:
```
9
Properties=species:S:1:pos:R:3:nbo_charge:R:1
C 1.68 -0.64 -0.04 0.02
C -0.36 0.63 0.00 0.05
N -1.71 0.14 0.02 0.49
O -2.49 1.10 0.12 -0.42
O -1.87 -1.04 -0.10 -0.38
O 0.49 -0.33 -0.15 -0.29
H 2.53 0.05 0.15 0.16
H 1.96 -1.62 -0.35 0.17
H -0.23 1.70 0.36 0.21
```

Calculated values
* spin multiplicity: 1
* frontier orbital gap (spin up / spin down): 0.2869 / 0.3024 hartree

---

(b)
The following is a quantum chemistry calculation of a cluster of 2 separate species, C2H3NO3 in total, from the OMol25 dataset.

The geometry in XYZ format:
```
9
Properties=species:S:1:pos:R:3:nbo_charge:R:1
C -1.88 -1.72 -1.28 1.02
C 0.91 0.73 1.02 -0.55
N 0.72 1.56 -0.16 0.13
O -1.55 -1.35 -2.31 -0.50
O -2.20 -2.07 -0.22 -0.52
O 0.79 1.01 -1.30 -0.29
H 1.35 -0.29 0.95 0.22
H 1.77 1.13 1.59 0.24
H 0.08 1.00 1.71 0.25
```

Calculated values
* spin multiplicity: 1
* SMILES: O=C=O.CN=O
* frontier orbital gap: 0.3391 hartree

---

(c)
The following is a quantum chemistry calculation of an isolated molecule of C2H3NO3, from the OMol25 dataset.

The geometry in XYZ format:
```
9
Properties=species:S:1:pos:R:3:nbo_charge:R:1
C -0.02 -1.32 0.71 0.15
C 0.04 0.15 -0.11 0.77
N -0.13 -2.25 1.35 -0.34
O 0.64 1.03 0.68 -0.70
O -1.29 0.62 -0.34 -0.70
O 0.79 -0.10 -1.23 -0.68
H 0.02 1.75 0.92 0.52
H -1.72 0.08 -1.00 0.50
H 1.66 0.04 -0.98 0.49
```

Calculated values
* spin multiplicity: 1
* SMILES: N#CC(O)(O)O
* frontier orbital gap: 0.4544 hartree

---

(d)
The following is a quantum chemistry calculation of an isolated molecule of C2H3NO3, from the OMol25 dataset.

The geometry in XYZ format:
```
9
Properties=species:S:1:pos:R:3:nbo_charge:R:1
C -0.58 0.18 -0.38 0.30
C 0.66 -1.41 0.59 0.65
H -0.19 3.05 -0.03 0.48
H -1.60 -0.38 -0.56 0.20
H 1.60 -1.55 1.17 0.13
N -0.71 1.30 -0.76 -0.18
O 0.29 2.10 -0.35 -0.57
O 0.28 -0.10 0.50 -0.48
O 0.02 -2.35 0.29 -0.52
```

Calculated values
* spin multiplicity: 1
* SMILES: O=CO/C=N\O
* frontier orbital gap: 0.3866 hartree

---

Which of them is least stable? Easy: (a).

---

(a)
The following is a quantum chemistry calculation of a cluster of 2 separate species, C2H3NO3 in total, from the OMol25 dataset.

The geometry in XYZ format:
```
9
Properties=species:S:1:pos:R:3:nbo_charge:R:1
C -2.28 1.20 0.22 0.09
C 1.75 0.06 0.02 0.63
N -2.10 0.08 0.30 -0.34
O 2.45 0.92 -0.41 -0.55
O 0.45 -1.82 -0.25 -0.41
O 0.86 -0.59 -0.74 -0.26
H -2.48 2.27 0.16 0.24
H 1.80 -0.24 1.22 0.11
H -0.44 -1.89 -0.51 0.48
```

Calculated values
* spin multiplicity: 1
* SMILES: O=COO.C#N
* frontier orbital gap: 0.4264 hartree

---

(b)
The following is a quantum chemistry calculation of a cluster of 2 separate species, C2H3NO3 in total, from the OMol25 dataset.

The geometry in XYZ format:
```
9
Properties=species:S:1:pos:R:3:nbo_charge:R:1
C -2.41 -1.42 1.00 1.02
C 1.63 0.64 -0.48 -0.53
N 0.18 0.39 -0.64 0.14
O -3.51 -1.67 0.87 -0.51
O -1.33 -1.14 1.21 -0.51
O -0.57 1.31 -0.44 -0.28
H 1.87 0.14 0.45 0.24
H 2.29 0.07 -1.30 0.22
H 1.85 1.68 -0.66 0.21
```

Calculated values
* spin multiplicity: 1
* SMILES: O=C=O.CN=O
* frontier orbital gap: 0.3390 hartree

---

(c)
The following is a quantum chemistry calculation of an isolated molecule of C2H3NO3, from the OMol25 dataset.

The geometry in XYZ format:
```
9
Properties=species:S:1:pos:R:3:nbo_charge:R:1
C 0.94 -0.65 -0.07 -0.42
C 0.01 0.26 -0.08 0.35
N -1.37 -0.22 -0.04 0.49
O -1.54 -1.41 0.11 -0.37
O -2.26 0.58 -0.10 -0.34
O 0.16 1.64 0.11 -0.64
H 1.98 -0.22 -0.04 0.19
H 0.90 -1.70 -0.19 0.25
H 1.18 1.71 0.28 0.49
```

Calculated values
* spin multiplicity: 1
* SMILES: C=C(O)[N+](=O)[O-]
* frontier orbital gap: 0.3689 hartree

---

Which of them is least stable? Easy: (c).

---

(a)
The following is a quantum chemistry calculation of an isolated molecule of C2H3NO3, from the OMol25 dataset.

The geometry in XYZ format:
```
9
Properties=species:S:1:pos:R:3:nbo_charge:R:1
C 0.32 -0.54 -1.58 0.52
C -0.10 0.89 1.54 0.63
H -0.01 -1.48 -1.96 0.09
H -0.92 -1.18 0.07 0.42
H 0.69 1.56 2.01 0.14
N -0.36 -0.32 -0.41 -0.35
O 1.17 0.05 -2.11 -0.54
O 0.15 0.68 0.25 -0.33
O -0.93 0.33 2.18 -0.58
```

Calculated values
* spin multiplicity: 1
* SMILES: O=CNOC=O
* frontier orbital gap: 0.3946 hartree

---

(b)
The following is a quantum chemistry calculation of an isolated molecule of C2H3NO3, from the OMol25 dataset.

The geometry in XYZ format:
```
9
Properties=species:S:1:pos:R:3:nbo_charge:R:1
C -0.61 -0.18 1.69 0.51
C 0.69 0.32 -1.67 0.62
H -1.65 -0.16 2.01 0.12
H -1.28 -0.36 -0.29 0.39
H 1.63 0.94 -1.80 0.17
N -0.54 -0.52 0.33 -0.33
O 0.30 -0.01 2.45 -0.53
O 0.58 0.02 -0.33 -0.38
O -0.30 0.29 -2.41 -0.58
```

Calculated values
* spin multiplicity: 1
* SMILES: O=CNOC=O
* frontier orbital gap: 0.4065 hartree

---

Which of them is least stable? Easy: (a).